Here is a cluster of 15 separate species, C74H170Br8O33 in total in a non-equilibrium geometry from the Open Molecules 2025 dataset. Energies are from the ωB97M-V functional and the def2-TZVPD basis.

Element x y z (Å)
Br  -11.053  -7.299  35.944
C  -9.547  -8.273  36.921
C  -8.823  -7.164  37.552
Br  -7.494  -7.843  38.777
H  -9.087  -8.875  36.164
H  -10.029  -8.929  37.651
H  -9.354  -6.579  38.277
H  -8.415  -6.584  36.734
Br  -8.744  -6.416  26.779
C  -8.827  -8.022  27.873
C  -7.972  -9.213  27.450
Br  -6.164  -9.267  28.257
H  -9.915  -8.348  27.836
H  -8.378  -7.706  28.841
H  -7.801  -9.101  26.386
H  -8.535  -10.070  27.758
Br  -8.105  -11.816  31.009
C  -6.187  -11.497  31.401
C  -5.655  -12.637  32.181
Br  -3.657  -12.569  32.276
H  -6.181  -10.592  31.945
H  -5.712  -11.372  30.459
H  -5.846  -13.516  31.561
H  -6.076  -12.781  33.180
Br  -8.445  -3.994  35.449
C  -6.838  -4.164  36.618
C  -5.991  -5.148  35.960
Br  -4.195  -5.235  36.910
H  -7.197  -4.449  37.553
H  -6.501  -3.096  36.657
H  -5.775  -4.890  34.947
H  -6.348  -6.187  36.043
C  -6.090  -5.446  30.939
O  -5.688  -4.714  29.813
C  -4.376  -5.049  29.519
C  -3.883  -4.578  28.160
O  -2.889  -3.580  28.302
C  -3.542  -2.369  28.613
C  -2.360  -1.404  28.525
O  -1.423  -1.640  29.634
C  -0.248  -0.893  29.549
H  -7.029  -4.936  31.267
H  -5.299  -5.484  31.779
H  -6.429  -6.511  30.637
H  -4.245  -6.098  29.514
H  -3.613  -4.701  30.225
H  -4.669  -4.350  27.445
H  -3.273  -5.356  27.675
H  -4.082  -2.427  29.640
H  -4.324  -2.101  27.845
H  -2.617  -0.311  28.560
H  -1.813  -1.568  27.537
H  -0.548  0.167  29.451
H  0.351  -1.194  28.700
H  0.231  -1.006  30.535
C  -0.212  -7.326  36.874
O  -0.416  -8.592  37.400
C  0.815  -9.230  37.495
C  1.721  -8.691  38.608
O  1.087  -8.629  39.865
C  0.681  -9.932  40.307
C  0.329  -9.967  41.749
O  -0.939  -9.400  41.869
C  -0.880  -7.981  42.336
H  -1.198  -6.835  36.702
H  0.437  -7.300  35.979
H  0.297  -6.677  37.560
H  1.380  -9.321  36.578
H  0.652  -10.333  37.704
H  2.071  -7.715  38.320
H  2.613  -9.309  38.639
H  1.455  -10.748  40.218
H  -0.154  -10.264  39.764
H  1.057  -9.431  42.328
H  0.305  -10.967  42.128
H  -0.417  -8.030  43.304
H  -1.909  -7.669  42.367
H  -0.321  -7.393  41.594
C  2.581  -12.742  38.152
O  2.911  -12.386  36.858
C  2.431  -13.182  35.849
C  1.174  -12.609  35.232
O  1.383  -11.340  34.594
C  2.371  -11.221  33.639
C  2.186  -9.808  33.030
O  2.743  -8.805  33.821
C  2.821  -7.497  33.298
H  1.483  -12.844  38.234
H  2.923  -11.907  38.769
H  3.080  -13.715  38.381
H  2.247  -14.200  36.201
H  3.186  -13.205  35.045
H  0.332  -12.540  35.940
H  0.883  -13.407  34.473
H  2.153  -11.926  32.838
H  3.339  -11.339  34.083
H  1.141  -9.624  32.806
H  2.712  -9.798  32.037
H  2.034  -6.770  33.600
H  2.797  -7.542  32.199
H  3.767  -7.090  33.567
C  -11.335  -15.074  33.701
O  -9.958  -14.791  33.952
C  -9.148  -15.946  34.090
C  -7.733  -15.482  34.636
O  -7.785  -15.109  35.949
C  -6.504  -14.903  36.594
C  -6.719  -14.060  37.809
O  -6.787  -12.707  37.504
C  -7.130  -11.887  38.589
H  -11.851  -14.153  33.334
H  -11.756  -15.466  34.587
H  -11.419  -15.833  32.902
H  -8.987  -16.410  33.112
H  -9.495  -16.656  34.857
H  -7.381  -14.626  34.069
H  -7.027  -16.300  34.472
H  -5.749  -14.411  35.960
H  -6.044  -15.855  36.876
H  -5.889  -14.150  38.491
H  -7.594  -14.398  38.429
H  -6.492  -10.969  38.612
H  -6.973  -12.424  39.529
H  -8.154  -11.644  38.528
C  -2.656  -13.739  36.278
O  -3.167  -13.730  37.597
C  -3.212  -12.372  38.086
C  -1.916  -11.816  38.709
O  -1.789  -12.319  40.065
C  -1.773  -13.724  40.285
C  -0.702  -13.970  41.390
O  0.615  -13.841  40.877
C  1.560  -14.202  41.807
H  -1.635  -13.454  36.268
H  -3.140  -12.953  35.648
H  -2.847  -14.720  35.829
H  -3.958  -12.298  38.895
H  -3.523  -11.758  37.253
H  -1.989  -10.710  38.826
H  -0.981  -12.106  38.192
H  -1.558  -14.221  39.332
H  -2.734  -14.088  40.642
H  -0.900  -15.009  41.688
H  -0.891  -13.276  42.216
H  1.371  -13.941  42.842
H  2.475  -13.794  41.398
H  1.631  -15.300  41.779
C  3.699  -8.503  29.460
O  3.211  -7.245  29.805
C  2.145  -6.802  28.965
C  1.521  -5.543  29.546
O  0.739  -6.054  30.602
C  -0.066  -4.975  31.155
C  -0.855  -5.332  32.456
O  -2.091  -5.959  32.240
C  -2.408  -6.891  33.273
H  4.270  -8.528  28.542
H  2.943  -9.315  29.422
H  4.304  -8.712  30.357
H  1.332  -7.537  28.968
H  2.379  -6.670  27.893
H  0.850  -5.086  28.799
H  2.261  -4.852  29.916
H  -0.854  -4.563  30.435
H  0.670  -4.159  31.417
H  -0.958  -4.341  32.914
H  -0.191  -5.966  33.084
H  -1.579  -7.643  33.357
H  -3.325  -7.335  32.896
H  -2.529  -6.442  34.290
C  -10.279  -4.211  32.143
O  -11.418  -3.669  31.455
C  -12.414  -3.076  32.308
C  -12.936  -4.050  33.368
O  -12.143  -4.074  34.537
C  -12.792  -3.790  35.720
C  -13.480  -2.387  35.790
O  -12.678  -1.420  35.164
C  -11.383  -1.241  35.766
H  -9.570  -4.588  31.423
H  -10.630  -4.929  32.935
H  -9.775  -3.486  32.759
H  -13.129  -2.630  31.637
H  -11.999  -2.225  32.852
H  -12.891  -5.113  32.983
H  -13.948  -3.752  33.633
H  -12.072  -3.899  36.547
H  -13.573  -4.530  35.875
H  -13.596  -2.046  36.796
H  -14.428  -2.392  35.208
H  -10.687  -2.018  35.502
H  -11.478  -1.233  36.885
H  -10.948  -0.290  35.438
C  -15.795  -11.395  28.194
O  -15.355  -12.466  29.014
C  -13.982  -12.649  28.784
C  -13.077  -11.981  29.820
O  -13.151  -10.503  29.892
C  -12.434  -10.032  31.047
C  -12.457  -8.493  31.006
O  -11.737  -8.049  29.876
C  -12.042  -6.696  29.554
H  -15.254  -10.415  28.365
H  -16.840  -11.270  28.470
H  -15.514  -11.649  27.157
H  -13.710  -12.348  27.772
H  -13.717  -13.715  28.836
H  -11.962  -12.326  29.692
H  -13.339  -12.455  30.748
H  -11.446  -10.485  31.018
H  -13.083  -10.333  31.919
H  -12.005  -8.017  31.918
H  -13.495  -8.185  30.884
H  -11.692  -6.542  28.522
H  -11.459  -5.990  30.177
H  -13.093  -6.483  29.443
C  -9.198  -8.130  32.749
O  -8.329  -8.921  33.561
C  -7.003  -8.349  33.397
C  -5.987  -9.087  34.270
O  -6.015  -8.653  35.622
C  -5.095  -9.385  36.392
C  -3.623  -9.077  36.064
O  -3.091  -9.701  34.904
C  -1.859  -10.316  35.048
H  -10.262  -8.340  32.934
H  -9.011  -8.347  31.669
H  -9.044  -7.096  32.906
H  -7.023  -7.267  33.788
H  -6.665  -8.319  32.375
H  -5.017  -8.910  33.957
H  -6.171  -10.164  34.306
H  -5.342  -10.447  36.293
H  -5.139  -9.045  37.420
H  -2.946  -9.317  36.914
H  -3.493  -8.024  36.023
H  -1.083  -9.540  35.175
H  -1.757  -10.982  34.201
H  -1.732  -10.955  35.962
C  4.868  -17.362  30.456
O  4.231  -17.413  31.716
C  4.682  -16.477  32.718
C  3.480  -15.830  33.423
O  2.851  -14.732  32.786
C  1.867  -15.142  31.714
C  1.189  -13.966  31.152
O  0.377  -13.345  32.108
C  -0.103  -12.145  31.619
H  4.447  -18.079  29.744
H  5.896  -17.628  30.510
H  4.783  -16.366  29.987
H  5.301  -15.756  32.208
H  5.234  -17.101  33.434
H  3.857  -15.543  34.387
H  2.736  -16.599  33.578
H  1.182  -15.891  32.170
H  2.441  -15.590  30.895
H  0.601  -14.311  30.312
H  1.923  -13.277  30.748
H  0.725  -11.545  31.224
H  -0.769  -11.678  32.349
H  -0.707  -12.335  30.695
C  -9.749  -0.010  29.279
O  -9.210  -0.325  30.526
C  -8.717  -1.671  30.525
C  -7.758  -1.698  31.680
O  -6.497  -1.175  31.371
C  -5.727  -0.740  32.410
C  -4.559  -1.668  32.716
O  -4.842  -2.773  33.559
C  -3.695  -3.546  33.681
H  -8.975  -0.134  28.444
H  -10.086  1.084  29.265
H  -10.646  -0.630  29.139
H  -8.163  -1.946  29.616
H  -9.518  -2.375  30.724
H  -7.577  -2.698  32.064
H  -8.190  -1.061  32.500
H  -6.235  -0.532  33.380
H  -5.324  0.249  32.068
H  -3.718  -1.105  33.156
H  -4.202  -1.993  31.758
H  -3.970  -4.471  34.213
H  -2.860  -3.038  34.136
H  -3.436  -3.842  32.671

## Properties
Strongest force on any atom   3.208 eV/Å
LUMO   0.3718 eV
Electronic energy   -707379.847 eV

Mulliken atomic charge list, values in e, 99 entries: -0.194, -0.402, -0.188, -0.144, 0.111, 0.562, 0.387, -0.208, -0.160, 0.054, -0.543, -0.207, 0.157, -0.175, 0.446, 0.394, -0.183, -0.068, -0.495, -0.104, -0.285, 0.457, 0.548, 0.126, -0.097, -0.831, 0.953, -0.199, 0.562, 0.481, -0.197, -0.450, 0.578, -0.335, -0.156, -0.905, -0.324, 0.361, -0.892, -0.065, -0.918, -0.499, -0.129, 0.216, 0.465, 0.160, 0.330, 0.311, -0.323, 0.330, 0.431, 0.304, 0.358, 0.314, 0.204, -0.897, 0.192, 0.929, -1.156, -0.344, 1.158, -0.833, -0.311, -0.714, -0.024, 0.341, 0.439, 0.066, -0.589, 0.547, 0.400, -0.357, -0.422, 0.530, 0.206, 0.337, 0.221, 0.241, -0.744, -0.444, -0.904, 1.400, 0.968, -0.100, -0.589, -0.432, -0.257, 0.284, 0.216, 0.459, 0.490, 0.236, -1.499, -0.098, -0.307, 0.532, 0.280, 0.039, 0.125